(1)
Here is a structure of composition C40H41N6O4PSc from the Open Molecules 2025 dataset. Energies are from wB97M-V/def2-TZVPD.

Structure (XYZ):
```
93
Properties=species:S:1:pos:R:3:forces:R:3
Sc -0.727 0.250 -0.040 -0.0126 0.0809 0.0364
C 1.134 1.776 2.186 -0.0085 0.0006 -0.0072
N 1.518 1.028 0.974 0.0199 -0.0033 -0.0157
C 2.405 1.920 0.187 -0.0116 0.0023 0.0025
C 2.790 1.513 -1.215 0.0075 -0.0115 0.0068
C 2.852 2.501 -2.192 0.0022 0.0029 0.0045
C 3.306 2.169 -3.455 -0.0040 -0.0019 -0.0049
C 3.667 0.855 -3.710 -0.0038 -0.0015 0.0021
C 3.560 -0.061 -2.678 0.0120 0.0043 0.0015
N 3.144 0.254 -1.452 0.0024 0.0076 -0.0088
C 2.260 -0.156 1.417 0.0000 -0.0061 0.0098
C 1.376 -1.130 2.138 -0.0049 0.0030 -0.0060
C 1.925 -1.983 3.084 0.0026 -0.0039 -0.0026
C 1.130 -2.953 3.669 -0.0013 0.0024 -0.0002
C -0.196 -3.038 3.282 0.0034 -0.0008 0.0025
C -0.674 -2.138 2.349 -0.0074 0.0043 -0.0044
N 0.081 -1.181 1.785 0.0019 -0.0276 0.0236
C 0.237 2.931 1.856 0.0126 -0.0029 0.0079
C 0.291 4.121 2.566 0.0042 0.0020 -0.0052
C -0.575 5.144 2.219 -0.0047 0.0018 -0.0040
C -1.453 4.941 1.167 0.0003 -0.0029 -0.0012
C -1.436 3.723 0.510 0.0050 -0.0085 -0.0047
N -0.611 2.723 0.846 -0.0029 0.0082 0.0157
H 2.027 2.129 2.717 -0.0018 -0.0012 0.0006
H 0.608 1.097 2.862 0.0023 -0.0038 -0.0031
H 3.329 2.075 0.766 0.0010 0.0012 -0.0021
H 1.914 2.888 0.117 -0.0017 0.0042 0.0006
H 2.547 3.514 -1.963 0.0001 -0.0009 -0.0007
H 3.370 2.922 -4.231 0.0008 0.0004 0.0003
H 4.030 0.545 -4.680 0.0007 0.0000 0.0000
H 3.835 -1.098 -2.837 0.0004 -0.0003 -0.0025
H 3.096 0.134 2.068 0.0006 0.0020 0.0023
H 2.684 -0.632 0.535 -0.0028 -0.0011 -0.0003
H 2.971 -1.884 3.344 -0.0002 0.0004 0.0002
H 1.540 -3.629 4.408 0.0006 -0.0008 -0.0014
H -0.865 -3.779 3.694 0.0004 -0.0013 -0.0004
H -1.702 -2.190 2.029 0.0148 -0.0045 0.0026
H 1.006 4.239 3.369 -0.0001 -0.0001 0.0006
H -0.559 6.084 2.754 0.0010 -0.0004 0.0000
H -2.141 5.712 0.851 -0.0001 -0.0010 -0.0007
H -2.101 3.524 -0.319 -0.0029 0.0022 0.0029
N -2.624 0.776 1.288 0.0051 -0.0079 -0.0336
C -3.243 -0.286 2.025 0.0030 -0.0033 0.0015
C -3.303 -0.202 3.408 0.0000 0.0043 0.0024
C -3.824 -1.250 4.150 -0.0012 -0.0005 -0.0007
C -4.296 -2.379 3.499 -0.0008 -0.0003 -0.0012
C -4.238 -2.451 2.115 -0.0075 0.0053 -0.0002
C -3.705 -1.416 1.346 0.0098 -0.0006 -0.0084
C -3.576 -1.539 -0.131 0.0060 0.0070 0.0105
C -4.629 -2.160 -0.814 -0.0084 0.0014 -0.0004
C -4.586 -2.335 -2.184 0.0066 0.0047 -0.0050
C -3.484 -1.865 -2.884 -0.0054 -0.0020 0.0045
C -2.454 -1.241 -2.199 0.0046 0.0087 -0.0078
C -2.435 -1.059 -0.806 -0.0248 -0.0569 -0.0061
H -2.564 1.610 1.860 0.0076 0.0014 -0.0036
H -3.167 1.002 0.454 -0.0023 0.0016 0.0034
H -2.942 0.692 3.906 -0.0019 -0.0007 -0.0005
H -3.866 -1.179 5.229 -0.0001 0.0004 0.0002
H -4.707 -3.204 4.065 -0.0002 -0.0001 0.0001
H -4.582 -3.346 1.613 0.0002 -0.0015 -0.0007
H -5.504 -2.489 -0.264 -0.0011 -0.0009 -0.0003
H -5.408 -2.813 -2.700 -0.0008 0.0015 0.0002
H -3.436 -1.972 -3.962 0.0003 -0.0002 0.0009
H -1.624 -0.875 -2.796 -0.0075 0.0050 0.0040
C 0.767 -2.243 -2.961 -0.0033 0.0063 -0.0020
P 0.580 -2.211 -1.140 0.0236 0.0021 0.0125
C 2.207 -2.891 -0.625 0.0004 -0.0054 -0.0075
C -0.438 -3.706 -0.854 -0.0032 0.0039 -0.0015
H 1.389 -3.085 -3.270 0.0009 -0.0007 -0.0020
H 1.215 -1.311 -3.304 -0.0010 -0.0040 0.0008
H -0.211 -2.347 -3.428 0.0030 -0.0028 -0.0009
H 2.395 -3.832 -1.145 -0.0023 -0.0012 -0.0001
H 2.211 -3.090 0.448 -0.0009 -0.0021 0.0009
H 3.007 -2.189 -0.856 -0.0020 -0.0056 0.0039
H 0.014 -4.572 -1.342 -0.0015 -0.0018 0.0002
H -1.446 -3.555 -1.238 0.0042 -0.0026 -0.0010
H -0.504 -3.907 0.217 0.0023 -0.0013 0.0025
O -1.922 1.676 -1.410 -0.0197 0.0066 -0.0022
C -1.000 1.539 -2.247 0.0122 0.0036 -0.0125
O 0.051 0.891 -1.920 -0.0169 -0.0087 0.0048
C -1.121 2.087 -3.624 0.0052 0.0071 0.0041
C -0.109 1.848 -4.548 -0.0110 -0.0018 -0.0023
C -0.215 2.348 -5.834 0.0075 0.0071 0.0052
C -1.341 3.082 -6.158 -0.0019 0.0016 -0.0026
C -2.365 3.327 -5.262 -0.0023 -0.0012 -0.0057
C -2.250 2.817 -3.980 0.0016 -0.0032 0.0001
N -1.455 3.628 -7.531 -0.0040 -0.0092 -0.0027
O -0.546 3.396 -8.298 0.0015 0.0045 -0.0009
O -2.448 4.271 -7.793 -0.0010 0.0024 0.0001
H 0.752 1.268 -4.247 0.0001 -0.0050 0.0009
H 0.546 2.180 -6.580 0.0007 0.0011 0.0009
H -3.225 3.899 -5.576 0.0003 0.0000 -0.0006
H -3.033 2.971 -3.252 0.0010 -0.0006 0.0011
```
Forces are in eV/Å.

Calculated values
HOMO energy: -10.5 eV
HOMO-LUMO gap: 7.82 eV
Total charge: +1
Energy: -89263.436 eV

=====

(2)
Here is a structure of composition C40H42N6O6S2SeW from the Open Molecules 2025 dataset. Energies are from wB97M-V/def2-TZVPD.

Structure (XYZ):
```
98
Properties=species:S:1:pos:R:3:forces:R:3
W 0.932 0.167 -0.905 -0.2031 -0.1803 0.8210
C 2.190 1.564 -3.691 0.0188 0.0049 0.0226
C 1.297 0.407 -3.372 0.0373 0.0427 -0.3639
N 0.078 0.645 -2.914 -0.0114 0.1816 0.0111
N -0.922 -0.202 -3.360 -0.0685 -0.0056 -0.0296
C -1.711 -0.683 -2.477 0.2141 -0.1334 0.0436
S -1.424 -0.597 -0.771 -0.0872 0.0992 0.0875
S -3.086 -1.655 -3.039 -0.1030 0.0927 -0.0287
C -2.159 -2.924 -3.975 0.0253 -0.0004 0.0142
C -1.794 -4.116 -3.137 -0.0502 -0.1128 0.0097
C -2.282 -5.377 -3.459 0.0500 -0.0102 -0.0302
C -1.942 -6.487 -2.695 -0.0082 -0.0059 -0.0251
C -1.113 -6.341 -1.593 0.0225 0.0096 0.0069
C -0.630 -5.081 -1.259 -0.0733 -0.0193 -0.0059
C -0.968 -3.976 -2.024 -0.3017 0.0285 0.1272
C 1.649 -0.938 -3.850 -0.0465 -0.0232 -0.0130
C 2.203 -1.198 -5.099 0.0029 0.0276 -0.0406
C 2.467 -2.499 -5.492 -0.0100 -0.0136 -0.0157
C 2.185 -3.544 -4.618 -0.0034 0.0185 -0.0179
C 1.665 -3.301 -3.357 0.0813 -0.0389 0.0216
C 1.400 -1.991 -2.954 0.1654 0.0481 -0.0761
O 1.004 -1.741 -1.696 0.3467 0.3819 -0.0223
H 1.898 2.463 -3.158 -0.0066 0.0373 0.0017
H 2.073 1.759 -4.762 0.0168 -0.0029 -0.0156
H 3.240 1.340 -3.513 0.0116 0.0009 0.0046
H -1.284 -2.417 -4.383 0.0004 -0.0330 -0.0239
H -2.796 -3.213 -4.810 -0.0329 0.0031 0.0138
H -2.933 -5.494 -4.318 0.0020 -0.0075 0.0050
H -2.329 -7.463 -2.960 0.0049 0.0211 0.0082
H -0.850 -7.203 -0.992 -0.0048 0.0107 -0.0089
H 0.007 -4.956 -0.391 -0.0092 0.0101 -0.0002
H -0.602 -2.994 -1.740 -0.1375 -0.3468 -0.0117
H 2.407 -0.376 -5.776 -0.0085 -0.0277 0.0234
H 2.884 -2.700 -6.470 -0.0110 0.0077 0.0250
H 2.382 -4.566 -4.920 -0.0002 0.0142 0.0120
H 1.448 -4.112 -2.673 0.1117 0.0467 -0.0762
O 6.687 1.864 -1.054 0.0843 0.0257 0.0099
C 6.622 0.541 -1.112 -0.0369 -0.0931 -0.1372
O 7.598 -0.155 -1.198 0.0195 0.0080 0.0514
C 5.261 -0.065 -1.094 0.1371 0.0781 0.1040
C 4.996 -1.418 -1.158 0.1644 -0.1547 -0.0328
N 3.666 -1.567 -1.121 0.0022 -0.4592 0.0563
N 3.057 -0.399 -1.027 -0.3086 0.0737 -0.1567
C 3.994 0.521 -1.005 0.1517 0.3808 -0.0144
C 3.452 1.892 -0.880 0.0491 -0.1257 0.0704
O 4.169 2.875 -0.871 0.2067 0.2319 -0.0436
O 2.166 1.897 -0.781 -0.2876 -0.3149 -0.1126
H 5.800 2.294 -0.998 -0.0746 0.0539 0.0495
H 5.673 -2.255 -1.228 -0.0485 0.0543 -0.0005
H 3.099 -2.404 -1.139 0.0100 0.0043 -0.0216
C -4.804 1.526 0.876 0.0130 0.0394 -0.0251
C -3.866 0.936 1.919 -0.0127 0.0870 -0.0539
N -3.487 1.881 2.973 0.2000 -0.0940 0.2116
C -4.133 1.725 4.278 -0.0023 -0.0308 -0.1247
C -5.641 1.926 4.231 0.0230 0.0199 -0.0112
C -2.503 2.810 2.843 -0.2517 -0.0445 -0.1044
O -2.202 3.613 3.713 -0.1761 0.0419 -0.1681
C -1.781 2.883 1.520 0.0183 -0.0408 0.1132
C -1.830 4.054 0.783 0.0011 0.1118 0.0312
C -1.079 4.140 -0.374 0.0400 0.0589 -0.0350
C -0.286 3.070 -0.740 -0.0259 0.1086 -0.0853
N -0.234 1.938 -0.034 0.0398 0.0656 -0.3516
C -0.981 1.853 1.064 -0.0797 -0.0240 0.1717
H -5.088 0.757 0.156 0.0033 0.0158 -0.0059
H -4.310 2.333 0.328 -0.0384 -0.0563 0.0327
H -5.708 1.929 1.332 0.0034 -0.0103 0.0006
H -2.983 0.547 1.417 -0.0545 -0.0316 0.0255
H -4.330 0.082 2.415 -0.0202 0.0249 0.0043
H -3.677 2.449 4.944 0.0390 0.0421 0.0352
H -3.900 0.724 4.659 -0.0093 0.0066 -0.0299
H -5.886 2.922 3.857 0.0030 -0.0174 0.0073
H -6.055 1.827 5.236 0.0117 0.0027 -0.0224
H -6.133 1.187 3.597 0.0073 0.0149 0.0028
H -2.443 4.883 1.117 0.0339 -0.0332 0.0114
H -1.091 5.028 -0.989 0.0031 -0.0159 -0.0008
H 0.321 3.111 -1.627 0.0279 0.0023 -0.0769
H -0.927 0.924 1.598 -0.0159 -0.0863 0.0281
C 0.043 3.237 5.812 0.0050 -0.0336 0.0236
C 0.393 2.180 4.801 0.0107 0.0728 0.0648
C 1.532 2.267 4.021 0.0305 -0.0039 -0.0029
C 1.842 1.315 3.046 -0.0592 0.0905 0.0659
C 3.131 1.479 2.286 -0.0008 0.0232 0.0689
C 0.952 0.262 2.841 0.1145 0.0628 -0.1040
Se 1.192 -0.982 1.390 -0.0829 -0.1039 -0.1212
C -0.185 0.116 3.657 -0.0260 -0.0623 0.0788
C -1.154 -1.028 3.485 0.0046 0.0686 -0.0311
C -0.441 1.080 4.619 0.0029 -0.0739 0.0184
H 0.750 4.066 5.777 0.0001 -0.0147 0.0025
H 0.050 2.828 6.825 0.0115 -0.0096 -0.0121
H -0.956 3.627 5.607 0.0976 -0.0146 0.0337
H 2.208 3.107 4.160 -0.0217 -0.0346 -0.0023
H 3.977 1.407 2.974 -0.0091 0.0397 0.0009
H 3.182 2.454 1.798 -0.0123 -0.0158 0.0228
H 3.249 0.702 1.537 0.0163 -0.0237 0.0111
H -1.675 -0.987 2.522 0.0592 -0.0039 0.0262
H -1.903 -1.008 4.279 0.0251 0.0008 -0.0135
H -0.645 -1.991 3.507 0.0067 -0.0048 0.0275
H -1.333 0.987 5.233 0.0429 -0.0052 -0.0135
```
Forces are in eV/Å.

Calculated values
HOMO energy (alpha / beta): -7.7 / -7.8 eV
Multiplicity: 3
HOMO-LUMO gap (alpha / beta): 7.51 / 5.76 eV
<S²>: 2.022
Energy: -152233.057 eV

=====

(3)
Here is a structure of composition C40H42NOP2Pd from the Open Molecules 2025 dataset. Energies are from wB97M-V/def2-TZVPD.

Structure (XYZ):
```
87
Properties=species:S:1:pos:R:3:forces:R:3
Pd 1.908 -0.587 -4.253 -0.3572 -0.2776 -1.3186
C -1.911 -0.317 0.126 -3.2908 -0.3037 -1.6814
C -2.104 -0.440 -1.235 0.9383 -0.4450 2.2958
C -2.651 0.583 -2.168 -0.4547 -0.4182 -0.0993
C -1.732 1.609 -2.849 -0.5983 0.2223 -0.0395
C -0.516 1.986 -2.068 1.2200 0.3385 -0.8413
C -0.448 2.138 -0.752 0.1505 0.0298 -0.0320
C -1.699 2.174 0.072 -0.0930 0.6306 0.7705
C -2.033 0.948 0.919 -0.2914 0.0859 -0.6241
C 2.288 -0.129 -2.412 0.0416 -0.1727 0.4849
H -2.207 -1.171 0.743 1.0890 -0.3710 -0.2968
H -1.862 -1.416 -1.659 -0.4845 -0.0702 0.1632
H -3.468 1.061 -1.604 0.1624 0.0617 -0.6222
H -3.109 -0.043 -2.954 -0.1912 0.5611 0.1106
H -1.449 1.220 -3.842 0.0481 0.3432 0.3673
H -2.360 2.500 -3.011 0.2519 -0.0715 -0.2763
H 0.367 2.160 -2.717 -0.3281 -0.3007 0.7255
H 0.508 2.329 -0.230 -0.5529 -0.0692 -0.4865
H -2.559 2.445 -0.554 0.3585 0.0018 0.2524
H -1.548 2.985 0.788 -0.2276 0.3100 -0.0569
H -1.380 0.911 1.803 -0.1307 0.1015 -0.3199
H -3.071 1.037 1.301 0.4051 0.0119 -0.0661
H 1.447 -0.608 -1.886 0.3593 0.3372 0.2583
H 2.267 0.963 -2.354 0.1252 -0.1418 0.3319
H 3.264 -0.572 -2.172 -0.1877 0.2300 0.2134
P -0.003 -1.894 -8.637 -3.3049 1.5916 -0.9920
P 1.754 0.300 -8.997 -2.6540 2.1029 -2.1081
C -0.819 -0.417 -9.284 -0.6553 -2.5089 0.9007
C 0.057 0.584 -9.571 2.2508 1.3517 -0.2260
C -0.652 -3.109 -9.880 0.9737 -1.0039 0.0848
C -1.808 -2.923 -10.654 -0.1111 -0.1986 -0.0780
C -2.231 -3.918 -11.546 0.3236 0.0260 0.2672
C -1.478 -5.088 -11.699 0.1723 0.1393 0.2338
C -0.286 -5.248 -10.980 -0.1957 -0.0279 -0.2195
C 0.131 -4.261 -10.089 -0.5561 0.1091 -0.0884
C -1.010 -2.168 -7.120 0.3415 -0.4649 0.0036
C -0.743 -1.324 -6.027 0.2234 -0.4266 -0.0694
C -1.427 -1.483 -4.834 -0.1659 -0.1304 0.1678
C -2.460 -2.430 -4.747 0.0802 -0.0792 -0.2045
C -2.751 -3.255 -5.841 0.0048 0.3752 0.1713
C -2.022 -3.132 -7.028 0.1075 -0.0096 0.2547
C 2.554 0.881 -10.578 0.7913 -0.3433 0.1746
C 2.438 0.082 -11.734 0.1385 0.2586 -0.1232
C 2.896 0.553 -12.968 -0.0002 0.1129 0.2432
C 3.492 1.820 -13.063 0.0245 0.0330 0.3195
C 3.661 2.591 -11.907 -0.1600 -0.2194 -0.1941
C 3.204 2.116 -10.671 0.0597 0.1080 -0.1702
C 1.902 1.776 -7.911 0.9111 -0.2995 0.8736
C 3.088 1.860 -7.167 -0.2542 0.4085 -0.0185
C 3.378 3.012 -6.443 -0.1658 0.2174 0.0074
C 2.466 4.076 -6.435 0.0457 -0.1802 -0.0144
C 1.239 3.955 -7.094 0.1066 -0.2135 -0.0013
C 0.937 2.790 -7.808 0.2608 0.1529 -0.0258
H -1.907 -0.405 -9.429 0.5442 0.0820 0.2862
H -0.177 1.493 -10.139 0.2345 -0.4820 0.1299
H -2.391 -2.006 -10.580 0.2218 -0.2998 0.0849
H -3.151 -3.775 -12.118 0.3383 -0.0330 0.2004
H -1.819 -5.870 -12.381 0.1413 0.2317 0.1771
H 0.316 -6.148 -11.115 -0.1687 0.2618 0.0053
H 1.067 -4.370 -9.542 -0.1934 -0.0964 -0.0579
H 0.030 -0.554 -6.121 -0.1291 -0.0887 0.0237
H -1.132 -0.896 -3.956 -0.2668 -0.1647 -0.3783
H -3.038 -2.510 -3.824 0.2277 -0.0796 -0.2324
H -3.552 -3.997 -5.766 0.2561 0.2725 -0.0396
H -2.250 -3.776 -7.879 0.1334 0.1443 0.2678
H 1.961 -0.898 -11.675 0.0678 0.2524 0.0136
H 2.790 -0.058 -13.869 -0.0099 0.1678 0.3828
H 3.830 2.203 -14.032 -0.1199 -0.1919 0.3978
H 4.142 3.571 -11.964 -0.1805 -0.3371 0.0133
H 3.328 2.735 -9.782 -0.0084 -0.1497 -0.2295
H 3.782 1.019 -7.176 -0.0242 0.2367 -0.0419
H 4.318 3.083 -5.901 -0.1988 0.0463 -0.0420
H 2.708 4.996 -5.898 -0.0833 -0.3009 -0.1288
H 0.508 4.771 -7.063 0.3250 -0.3601 0.0363
H -0.031 2.694 -8.302 0.4111 -0.0800 0.0876
O 0.087 -0.793 0.465 2.3206 -0.6536 1.8684
N 0.619 -0.986 1.667 -0.3203 -0.2691 -1.0456
C -0.177 -0.928 2.764 0.0872 0.2814 0.7467
C 0.375 -0.911 4.040 0.5487 -0.3278 -0.0582
C 1.742 -1.144 4.196 0.4715 -0.0990 -0.0276
C 2.528 -1.384 3.061 -0.3863 0.0925 -0.6229
C 1.952 -1.292 1.798 -0.6029 0.0440 0.2534
H -1.257 -0.862 2.639 0.5998 0.0591 -0.3316
H -0.264 -0.735 4.909 0.1608 -0.1988 -0.3981
H 2.234 -1.192 5.173 -0.4335 0.1289 -0.3010
H 3.592 -1.635 3.100 -0.4602 0.1362 0.2046
H 2.441 -1.479 0.841 -0.0582 0.2697 0.3736
```
Forces are in eV/Å.

Calculated values
HOMO energy (alpha / beta): -3.9 / -6.9 eV
Multiplicity: 4
HOMO-LUMO gap (alpha / beta): 4.05 / 4.42 eV
<S²>: 3.766
Energy: -67744.161 eV

=====

Q: Which largest force on an atom values were calculated for the entries above? A: 0.09, 0.86, 3.99, in eV/A.
Q: Which relative energy (zero: lowest compared OMol25 entry of this formula, charge and spin) values were calculated for the entries above? A: 9.4, 24.4, 9.9, in kcal per mole.